Formula: C3H7BrN
Source: the OMol25 dataset
Level of theory: the ωB97M-V functional and the def2-TZVPD basis

Structure (ORCA input):
```
! wB97M-V def2-TZVPD RIJCOSX def2/J DEFGRID3
* xyz 1 1
C -0.014 -0.132 -0.033
C -0.902 0.599 0.324
C 1.088 -2.927 -0.351
N -0.479 2.572 0.256
Br -0.178 -4.214 -0.208
H 0.794 -0.437 -0.609
H 1.481 -2.624 -1.325
H -1.681 0.677 1.016
H 1.492 -2.497 0.574
H 0.423 2.989 0.039
H -1.035 3.136 0.978
H -0.990 2.857 -0.660
*
```

total energy: -74743.6066 eV
energy relative to the best compared isomer or geometry (same formula, charge and spin): 510.8 kJ/mol
orbital gap (alpha / beta): 0.18115 / 0.18152 hartree
F_max: 4.20 eV Å⁻¹
molecular weight: 137.00 g mol⁻¹